Entry 1:
Entry from the OMol25 dataset: a structure of composition C36H56N3O5Os (ωB97M-V/def2-TZVPD).

E_tot   -55390.9580 eV

The geometry in ORCA input format:
```
! wB97M-V def2-TZVPD RIJCOSX def2/J DEFGRID3
* xyz 3 5
Os 0.41 0.17 0.32
C 3.29 -0.19 -4.10
N 2.36 -0.84 -3.17
C 1.72 -2.06 -3.69
C 2.04 -0.37 -2.00
O 1.19 -0.94 -1.24
C 2.68 0.92 -1.49
O 2.23 1.16 -0.13
C 3.20 1.03 0.94
C 2.84 -0.18 1.79
O 1.69 -0.71 1.62
N 3.68 -0.63 2.68
C 3.37 -1.80 3.51
C 5.00 -0.01 2.87
H 3.98 -0.93 -4.48
H 3.86 0.60 -3.61
H 2.73 0.24 -4.93
H 2.50 -2.76 -4.00
H 1.12 -1.80 -4.56
H 1.10 -2.51 -2.93
H 2.37 1.78 -2.08
H 3.77 0.86 -1.50
H 3.14 1.94 1.53
H 4.20 0.95 0.52
H 2.44 -2.26 3.18
H 3.27 -1.48 4.55
H 4.19 -2.51 3.43
H 4.93 1.07 2.88
H 5.70 -0.35 2.10
H 5.38 -0.33 3.84
C -4.84 1.90 4.62
C -4.10 0.65 5.13
C -3.16 1.05 6.30
C -5.12 -0.36 5.64
C -3.24 0.10 4.02
C -2.29 0.98 3.40
C -1.51 0.52 2.39
N -0.56 1.25 1.63
C -0.91 2.53 1.12
C -1.24 3.64 1.83
C -1.65 4.82 1.13
C -1.69 4.81 -0.28
C -1.34 3.72 -1.05
C -0.91 2.56 -0.32
O -0.48 1.48 -0.91
C -1.42 3.72 -2.57
C -2.43 2.66 -3.02
C -0.03 3.42 -3.17
C -1.88 5.08 -3.09
C -2.04 6.03 1.94
C -0.79 6.50 2.72
C -2.55 7.18 1.07
C -3.14 5.63 2.94
C -1.66 -0.83 1.93
O -0.98 -1.14 0.86
C -2.54 -1.76 2.57
C -3.31 -1.23 3.59
C -2.72 -3.23 2.20
C -2.56 -4.07 3.48
C -1.73 -3.76 1.16
C -4.15 -3.40 1.65
H -5.49 2.27 5.42
H -5.47 1.66 3.76
H -4.17 2.71 4.35
H -3.77 1.47 7.10
H -2.43 1.80 6.01
H -2.64 0.18 6.69
H -5.73 0.10 6.41
H -4.65 -1.24 6.09
H -5.80 -0.69 4.85
H -2.22 2.00 3.76
H -1.17 3.66 2.90
H -2.01 5.71 -0.78
H -2.15 1.65 -2.70
H -2.49 2.66 -4.11
H -3.42 2.88 -2.63
H 0.29 2.41 -2.94
H 0.72 4.13 -2.81
H -0.09 3.52 -4.25
H -2.87 5.35 -2.73
H -1.93 5.04 -4.18
H -1.18 5.88 -2.84
H 0.00 6.81 2.04
H -0.41 5.74 3.39
H -1.07 7.37 3.33
H -1.79 7.55 0.38
H -2.82 8.02 1.72
H -3.44 6.91 0.51
H -2.80 4.91 3.68
H -4.02 5.22 2.42
H -3.46 6.52 3.48
H -4.01 -1.88 4.09
H -1.58 -3.91 3.94
H -2.64 -5.12 3.22
H -3.33 -3.86 4.22
H -0.69 -3.64 1.48
H -1.85 -3.29 0.19
H -1.92 -4.82 1.04
H -4.90 -3.11 2.37
H -4.30 -4.45 1.40
H -4.29 -2.82 0.74
*
```

Mulliken population analysis, charges in e, atoms 1 to 4: Os 3.11; C -0.97; N 0.07; C -0.96

---

Entry 2:
Entry from the OMol25 dataset: a structure of composition C36H56O16RbS4 (ωB97M-V/def2-TZVPD).

E_tot   -114992.9349 eV

The geometry in ORCA input format:
```
! wB97M-V def2-TZVPD RIJCOSX def2/J DEFGRID3
* xyz -1 1
Rb -15.67 -15.09 -1.93
C -18.25 -16.16 2.30
C -17.65 -16.50 3.45
C -16.17 -17.02 3.55
O -15.55 -17.34 4.69
C -15.49 -17.21 2.41
C -16.04 -16.96 1.10
C -17.48 -16.21 1.00
O -17.80 -15.73 -0.11
O -15.31 -17.27 0.11
O -18.42 -16.40 4.48
H -19.21 -15.65 2.27
H -14.50 -17.60 2.58
C -20.78 -19.05 1.42
S -22.20 -18.36 2.33
O -23.16 -19.45 2.88
C -21.41 -17.80 3.92
H -20.23 -19.70 2.11
H -20.03 -18.26 1.36
H -20.96 -19.67 0.55
H -22.08 -17.71 4.77
H -20.88 -16.87 3.72
H -20.77 -18.65 4.16
C -19.46 -17.21 -3.08
S -19.32 -15.72 -4.16
O -18.04 -15.02 -3.67
C -18.92 -16.57 -5.75
H -19.73 -16.91 -2.07
H -18.63 -17.91 -3.12
H -20.40 -17.62 -3.45
H -18.02 -17.18 -5.73
H -18.76 -15.94 -6.62
H -19.80 -17.15 -6.05
C -9.87 -17.22 2.51
S -10.18 -17.18 0.70
O -9.79 -18.56 0.23
C -11.94 -17.06 0.95
H -10.17 -16.30 3.00
H -8.79 -17.41 2.50
H -10.37 -18.10 2.92
H -12.18 -17.83 1.69
H -12.57 -17.23 0.08
H -12.26 -16.13 1.41
C -18.67 -22.66 6.20
S -18.31 -20.92 5.80
O -17.72 -20.35 7.09
C -16.99 -20.96 4.52
H -17.73 -23.20 6.22
H -19.36 -23.00 5.43
H -19.00 -22.77 7.23
H -17.23 -21.55 3.63
H -16.15 -21.50 4.96
H -16.81 -19.92 4.24
C -19.75 -10.99 -0.15
C -18.95 -12.12 -0.42
C -19.33 -12.99 -1.40
C -20.43 -12.74 -2.21
C -21.19 -11.63 -1.98
C -20.87 -10.78 -0.96
H -19.48 -10.24 0.58
H -17.95 -12.18 -0.01
H -18.72 -13.85 -1.66
H -20.60 -13.43 -3.03
H -22.04 -11.31 -2.58
H -21.46 -9.91 -0.73
O -13.90 -21.87 -3.02
C -14.62 -21.10 -2.34
O -15.65 -20.38 -2.83
C -16.39 -19.70 -1.86
C -16.02 -20.45 -0.59
C -14.54 -20.80 -0.80
H -17.47 -19.71 -1.96
H -16.02 -18.67 -1.85
H -16.75 -21.26 -0.47
H -16.19 -19.70 0.17
H -14.18 -21.68 -0.26
H -13.97 -19.90 -0.58
O -22.71 -13.03 8.63
C -21.90 -13.58 7.87
O -22.27 -14.43 6.91
C -21.22 -14.88 6.09
C -19.95 -14.06 6.49
C -20.38 -13.60 7.86
H -21.46 -14.78 5.04
H -21.00 -15.93 6.28
H -19.97 -13.26 5.75
H -19.03 -14.62 6.34
H -19.93 -12.65 8.15
H -20.11 -14.14 8.77
O -16.98 -9.79 2.19
C -17.08 -10.90 2.72
O -18.25 -11.47 3.09
C -18.03 -12.78 3.58
C -16.56 -13.23 3.13
C -15.94 -11.80 3.01
H -18.83 -13.39 3.16
H -18.06 -12.84 4.66
H -16.68 -13.88 2.26
H -15.95 -13.88 3.76
H -15.17 -11.66 2.24
H -15.61 -11.40 3.96
O -24.09 -15.92 -1.39
C -23.32 -15.55 -0.55
O -22.26 -16.34 -0.19
C -21.16 -15.51 0.30
C -21.96 -14.43 1.00
C -23.25 -14.23 0.10
H -20.52 -15.15 -0.51
H -20.54 -16.09 0.99
H -21.36 -13.58 1.31
H -22.27 -14.83 1.97
H -23.22 -13.37 -0.57
H -24.20 -14.09 0.62
*
```

Mulliken population analysis, charges in e, atoms 1 to 4: Rb 1.00; C 0.88; C -0.08; C 0.01

---

Entry 3:
Entry from the OMol25 dataset: a cluster of 12 separate species, C36H56O36 in total (ωB97M-V/def2-TZVPD).

E_tot   -111943.8939 eV
ΔE to the lowest compared entry with this formula, charge and spin   569.54 kJ/mol
SMILES   COC(=O)OC.COC(=O)OC.COC(=O)OC.COC(=O)OC.O=C1OCCO1.O=C1OCCO1.O=C1OCCO1.O=C1OCCO1.O=C1OCCO1.O=C1OCCO1.O=C1OCCO1.O=C1OCCO1

The geometry in ORCA input format:
```
! wB97M-V def2-TZVPD RIJCOSX def2/J DEFGRID3
* xyz 0 1
C 7.19 3.50 6.50
C 5.77 3.97 6.12
O 5.20 2.75 5.74
C 5.83 1.78 6.40
O 5.40 0.65 6.55
O 7.00 2.17 6.88
H 7.62 4.16 7.25
H 7.85 3.50 5.63
H 5.77 4.54 5.19
H 5.15 4.48 6.86
C -3.10 -5.15 -9.12
C -3.68 -6.06 -8.04
O -4.54 -5.23 -7.38
C -4.28 -3.97 -7.65
O -4.66 -3.07 -6.94
O -3.36 -3.90 -8.58
H -3.51 -5.24 -10.12
H -2.01 -5.20 -9.14
H -2.86 -6.34 -7.38
H -4.14 -7.01 -8.29
C -1.92 1.55 5.76
C -2.91 2.12 6.80
O -2.40 3.42 6.92
C -1.14 3.52 6.47
O -0.44 4.50 6.64
O -0.71 2.37 6.00
H -2.29 1.54 4.74
H -1.70 0.50 5.97
H -2.72 1.68 7.78
H -3.93 2.00 6.46
C 5.07 3.69 -0.70
C 5.75 4.94 -0.13
O 6.86 4.41 0.57
C 7.02 3.11 0.27
O 8.00 2.46 0.56
O 6.03 2.70 -0.47
H 4.76 3.88 -1.73
H 4.12 3.45 -0.23
H 5.18 5.32 0.72
H 6.09 5.72 -0.81
C -6.61 -5.41 -0.67
C -6.01 -4.33 -1.51
O -4.82 -4.91 -1.99
C -4.54 -6.00 -1.28
O -3.46 -6.62 -1.36
O -5.56 -6.27 -0.50
H -7.31 -5.88 -1.36
H -6.98 -5.02 0.28
H -5.90 -3.44 -0.89
H -6.64 -4.13 -2.38
C -1.20 6.77 1.42
C 0.17 6.16 1.45
O 0.95 7.27 1.61
C 0.38 8.32 1.05
O 0.96 9.44 0.83
O -0.92 8.12 0.98
H -1.70 6.86 2.39
H -1.90 6.35 0.70
H 0.36 5.55 0.56
H 0.16 5.60 2.38
C -1.12 2.86 -8.39
C -2.36 3.46 -8.98
O -1.95 4.66 -9.53
C -0.68 4.56 -9.75
O -0.04 5.45 -10.33
O -0.16 3.52 -9.21
H -1.08 1.79 -8.55
H -1.00 3.23 -7.37
H -2.95 3.66 -8.09
H -2.89 2.70 -9.56
C 4.53 -5.55 6.54
C 3.62 -5.02 7.62
O 4.36 -5.14 8.81
C 5.57 -5.43 8.60
O 6.38 -5.65 9.48
O 5.73 -5.61 7.30
H 4.48 -4.74 5.82
H 4.39 -6.57 6.16
H 2.66 -5.53 7.59
H 3.44 -3.95 7.49
C -7.24 3.53 1.15
O -7.94 3.66 2.38
C -7.58 4.57 3.25
O -6.47 5.14 3.26
O -8.53 4.54 4.19
C -8.44 5.39 5.30
H -7.79 2.99 0.38
H -6.27 3.07 1.36
H -7.14 4.56 0.81
H -9.15 5.13 6.08
H -8.68 6.42 5.06
H -7.44 5.26 5.71
C 1.73 0.01 1.41
O 1.08 -0.43 0.14
C -0.02 0.12 -0.29
O -0.68 0.96 0.38
O -0.31 -0.44 -1.38
C -1.46 -0.04 -2.07
H 2.47 -0.69 1.81
H 0.92 0.01 2.14
H 2.21 0.99 1.42
H -1.69 -0.67 -2.93
H -1.37 1.00 -2.40
H -2.30 0.00 -1.39
C 3.35 -0.46 -5.86
O 4.20 -1.04 -6.79
C 3.70 -1.83 -7.75
O 2.54 -1.97 -7.97
O 4.77 -2.51 -8.35
C 4.44 -3.32 -9.55
H 2.37 -0.10 -6.18
H 3.95 0.35 -5.45
H 3.24 -1.13 -5.01
H 5.31 -3.78 -10.03
H 4.10 -2.53 -10.21
H 3.66 -4.06 -9.36
C 2.55 -7.82 1.26
O 1.57 -6.76 1.23
C 0.79 -6.55 2.28
O 0.93 -7.10 3.34
O 0.06 -5.43 2.07
C -0.76 -4.90 3.09
H 3.52 -7.41 1.52
H 2.70 -8.31 0.30
H 2.33 -8.56 2.03
H -1.47 -5.59 3.53
H -1.35 -4.04 2.76
H -0.11 -4.55 3.89
*
```

Mulliken population analysis, charges in e, atoms 1 to 4: C -0.30; C -0.27; O -0.29; C 0.68

---

> Which of these has the highest E_tot?

C36H56N3O5Os

---

> What is the formula in the third record?

C36H56O36

---

> Which formula does entry 3 have?

C36H56O36